This record from the OMol25 dataset describes a structure of composition C36H33N5O3PPdS4. The level of theory is ωB97M-V/def2-TZVPD.

Structure (XYZ):
```
83
Properties=species:S:1:pos:R:3
Pd -0.85893 -0.32527 -1.10708
O -0.12239 2.55481 1.22039
C -0.81044 2.36360 0.23241
O -0.38670 1.72620 -0.82973
C -2.22491 2.83771 0.13766
C -2.73236 3.76905 1.02751
C -4.05086 4.18536 0.90397
C -4.85508 3.66189 -0.09773
C -4.35403 2.71510 -0.98224
C -3.03356 2.30301 -0.86155
P -2.28245 1.17451 -2.05000
C -1.61622 2.20078 -3.37934
C -2.56217 2.81756 -4.19787
C -2.15318 3.67705 -5.20563
C -0.80266 3.92118 -5.40016
C 0.13934 3.31658 -4.57867
C -0.26230 2.46433 -3.56430
C -3.61624 0.18598 -2.74615
C -3.54494 -0.27868 -4.05915
C -4.48840 -1.18262 -4.52296
C -5.49988 -1.62574 -3.68400
C -5.56994 -1.17183 -2.37290
C -4.62591 -0.27811 -1.89953
H -2.08404 4.16883 1.79619
H -4.45158 4.92157 1.58779
H -5.88201 3.98806 -0.19394
H -4.99511 2.30544 -1.75158
H -3.61920 2.62803 -4.05755
H -2.89165 4.15119 -5.83789
H -0.48274 4.58822 -6.18960
H 1.19297 3.51287 -4.72409
H 0.47707 2.02133 -2.91318
H -2.74800 0.04908 -4.71347
H -4.42608 -1.54578 -5.53992
H -6.23272 -2.33252 -4.05009
H -6.35448 -1.52317 -1.71624
H -4.67204 0.05262 -0.86823
S -1.00648 -3.37035 -4.45109
C -0.96356 -2.27463 -3.26783
S -1.67736 -2.36872 -1.70611
S -0.13700 -0.75331 -3.28054
C 8.07416 -1.83960 0.32931
C 6.98476 -1.85023 1.36559
C 6.68749 -3.00188 2.08681
C 5.65895 -3.02065 3.01591
C 4.91836 -1.87211 3.25670
N 3.87849 -1.92719 4.23391
C 2.72884 -1.19291 4.27497
O 2.17006 -0.91965 5.32499
N 2.16408 -0.76249 3.07955
C 2.04089 -1.38684 1.83564
C 2.43634 -2.68539 1.53003
C 2.18903 -3.17540 0.25849
C 1.48924 -2.40204 -0.64769
N 1.07767 -1.17092 -0.34063
C 1.37296 -0.66372 0.85418
C 5.22136 -0.70369 2.57031
C 6.23582 -0.70579 1.62670
H 8.78213 -2.65080 0.49217
H 8.62324 -0.89847 0.34571
H 7.65684 -1.95887 -0.67262
H 7.26521 -3.90242 1.91765
H 5.42938 -3.92987 3.55937
H 4.14235 -2.25295 5.15225
H 1.46279 -0.05709 3.24499
H 2.92002 -3.30592 2.26750
H 2.50590 -4.17169 -0.01528
H 1.23572 -2.76636 -1.63533
H 1.05621 0.36002 1.04049
H 4.67344 0.20593 2.77622
H 6.46419 0.21153 1.09707
S -2.28043 -0.60658 0.94054
C -1.61817 -0.49352 2.52765
N -1.87008 -1.42735 3.43809
C -1.42030 -1.05233 4.78106
C -0.85584 0.36251 4.54797
N -0.93581 0.50366 3.08480
H -2.36382 -2.27150 3.20503
H -0.65180 -1.73232 5.14579
H -2.26017 -1.05273 5.47327
H 0.16827 0.43292 4.90857
H -1.45047 1.13617 5.03262
H -0.73909 1.36727 2.58404
```

Values from the calculation:
HOMO level: -10.806 eV
Charge: +1
Kohn-Sham gap: 6.7389 eV
LUMO: -4.1 eV

This record from the OMol25 dataset describes a structure of composition C36H33N8O5Y. The level of theory is ωB97M-V/def2-TZVPD.

Structure (XYZ):
```
83
Properties=species:S:1:pos:R:3
Y 12.45677 11.66449 12.06273
O 15.86779 13.84130 13.67624
C 15.18547 12.85199 13.48048
O 14.36889 12.73492 12.49961
C 15.28098 11.64177 14.44925
C 14.03369 11.48762 15.32928
C 14.27338 10.56385 16.46916
C 14.19251 9.17716 15.81119
C 13.93684 9.57661 14.33879
O 13.04196 10.76760 14.47611
C 15.23864 10.19495 13.75743
C 15.14750 10.10752 12.19045
O 16.17515 10.03612 11.54967
O 13.92893 10.16044 11.67741
H 16.18476 11.77075 15.05312
H 13.63606 12.48254 15.59997
H 15.26568 10.65776 16.95161
H 13.49226 10.64129 17.25549
H 15.09473 8.53568 15.90815
H 13.32507 8.57617 16.10810
H 13.44626 8.81298 13.74886
H 16.16283 9.71942 14.03147
C 10.78091 14.74492 12.58637
N 12.12186 14.13937 12.84467
C 13.19514 15.11628 12.50560
C 13.34798 15.05914 11.01858
N 12.67503 14.29056 10.17265
C 13.20536 14.60065 8.90669
C 12.75339 14.25897 7.67482
C 13.22821 14.95871 6.58247
C 14.28315 15.90171 6.68462
C 14.82840 16.19277 7.90751
C 14.27259 15.56274 9.03889
N 14.34766 15.81520 10.39893
C 9.72575 13.77507 12.24671
N 9.85282 12.45058 12.10549
C 8.57407 11.94478 11.83114
C 8.14542 10.69775 11.38159
C 6.76546 10.44252 11.35203
C 5.85213 11.48521 11.48903
C 6.28847 12.79271 11.69967
C 7.64903 13.00586 11.89915
N 8.40694 14.17338 12.15763
H 10.43876 15.42153 13.35867
H 10.81704 15.29396 11.61002
H 12.22015 14.03219 13.85965
H 12.95743 16.16967 12.83690
H 14.11325 14.78032 12.95163
H 11.93338 13.53478 7.58284
H 12.78838 14.77630 5.59613
H 14.70058 16.39782 5.77695
H 15.61550 16.91083 8.04581
H 14.93561 16.46284 10.90020
H 8.85391 9.91957 11.15363
H 6.48747 9.42851 11.08673
H 4.80634 11.31855 11.29786
H 5.57414 13.60852 11.76341
H 8.09971 15.14015 12.07868
N 9.81283 11.35979 9.02510
C 11.03169 11.00755 8.55392
C 11.16633 10.50516 7.20808
C 12.42687 10.15759 6.75275
C 13.51619 10.25491 7.60513
C 13.32640 10.68198 8.93659
N 12.09587 11.02937 9.38538
H 9.07584 11.41353 8.34567
H 9.86406 12.13242 9.68914
H 10.30266 10.45503 6.53699
H 12.52152 9.73122 5.72785
H 14.54360 10.05186 7.28800
H 14.16721 10.75147 9.62925
N 8.69343 4.63958 12.54104
C 9.10165 5.70248 12.64818
C 9.87010 6.92389 12.71486
C 9.54148 7.94797 13.60453
C 10.13548 9.17371 13.45913
C 11.12586 9.40326 12.47835
C 11.50164 8.35636 11.64842
C 10.83101 7.12648 11.70566
H 8.69182 7.89921 14.27455
H 9.82429 9.99216 14.16889
H 12.27678 8.49952 10.85166
H 11.16956 6.28732 11.03091
```

Values from the calculation:
HOMO level: -7.459 eV
Kohn-Sham gap: 7.2405 eV
LUMO: -0.2 eV

This record from the OMol25 dataset describes a structure of composition C36H33O2PtSi. The level of theory is ωB97M-V/def2-TZVPD.

Structure (XYZ):
```
73
Properties=species:S:1:pos:R:3
C -0.28376 2.23053 1.07210
C 1.01472 1.99695 0.46322
C 0.79098 1.94645 -1.00106
H 1.99979 2.12443 0.91619
C -0.65053 1.97972 -1.19817
C -1.25606 2.22120 0.05670
H -2.31005 2.44517 0.20810
H -0.43223 2.47847 2.11576
H 1.58001 2.11788 -1.72290
H -1.15537 1.93910 -2.15712
C 0.14796 -2.01019 -0.25101
C -0.32794 -2.30091 1.09952
C -1.63728 -1.85648 1.22042
H 0.24428 -2.83270 1.86252
C -2.06108 -1.25533 0.01031
C -1.02980 -1.39437 -0.94513
H -1.14956 -1.28770 -2.02028
H 0.97715 -2.51909 -0.75835
H -2.28117 -2.02096 2.09469
H -3.05288 -0.84557 -0.17683
Pt 0.75900 -0.05690 -0.17083
O 0.83124 -0.27688 -2.52641
C 1.98442 -0.14205 -3.38914
C 0.74374 0.48208 -3.93448
H 2.74449 0.55126 -3.02971
H 2.30090 -1.09409 -3.82473
H 0.59703 1.56831 -3.80749
H -0.62827 1.69548 -5.85585
C -0.57680 0.61774 -6.03169
C 0.05138 -0.17934 -5.04808
C 0.10898 -1.58293 -5.24624
H 0.56245 -2.22196 -4.49006
C -0.37050 -2.13259 -6.44150
H -0.28747 -3.21145 -6.61423
C -0.93087 -1.31590 -7.43309
H -1.30108 -1.75060 -8.36616
C -1.05518 0.06736 -7.20965
H -1.49920 0.71216 -7.97355
O 1.42337 -0.36736 1.91967
Si 1.54145 -0.09877 3.48505
C 1.28524 1.65601 4.12884
C 0.40093 1.94400 5.17441
C 0.25666 3.25554 5.64562
C 1.01600 4.28223 5.07977
C 1.94715 3.98953 4.07737
C 2.08843 2.67664 3.61345
C 0.22660 -1.05539 4.40763
C -1.11349 -0.74966 4.15549
C -2.12663 -1.44271 4.82383
C -1.79289 -2.44507 5.74281
C -0.45205 -2.75565 5.98712
C 0.56089 -2.07967 5.29578
C 3.16334 -0.57425 4.31117
C 3.54361 -0.01118 5.53522
C 4.73109 -0.40478 6.16376
C 5.54633 -1.36573 5.56399
C 5.17472 -1.92427 4.33626
C 3.99672 -1.51716 3.70286
H -0.18311 1.14583 5.64093
H -0.44927 3.46001 6.44920
H 0.89121 5.31102 5.42848
H 2.56675 4.77590 3.64768
H 2.83587 2.44752 2.84482
H -1.36584 0.02418 3.42214
H -3.16915 -1.19877 4.61960
H -2.58463 -2.99034 6.26156
H -0.18202 -3.52902 6.70402
H 1.61065 -2.34136 5.44984
H 2.91561 0.74806 6.00962
H 5.01439 0.04567 7.11373
H 6.47515 -1.67466 6.04969
H 5.80844 -2.67514 3.86684
H 3.71470 -1.93136 2.73218
```

Values from the calculation:
HOMO level (spin up / spin down): -10.743 / -10.757 eV
Charge: +1
Kohn-Sham gap (spin up / spin down): 8.3871 / 4.3236 eV
2S+1: 5
LUMO (spin up / spin down): -2.4 / -6.4 eV

Table of calculated total energy (eV), in record order: -107568.2767, -61073.5655, -53074.0793
Table of maximum force (eV Å⁻¹), in record order: 0.64, 2.94, 2.53
Table of relative energy (zero: lowest compared OMol25 entry of this formula, charge and spin) (kcal per mole), in record order: 1.3, 0.0, 5.2